110
Properties=species:S:1:pos:R:3:forces:R:3 method="wB97M-V/def2-TZVPD" spin_multiplicity=4 charge=-2 orbital_gap_ev="5.4 / 6.5" lumo_ev="3.548 / 3.219" e_above_lowest_kj_mol=0.00
Te 0.7046 -1.3020 -0.9139 0.1 -0.4 -0.4
V 0.0411 1.0880 0.0365 1.1 -0.3 0.9
Si 1.3570 -4.1780 1.7052 -0.1 0.1 -0.1
Si -0.0209 -3.5137 -0.0694 0.1 -0.1 0.1
Si -2.3093 -3.8150 0.3129 0.1 0.1 -0.1
Si 0.5914 -4.7865 -1.9530 0.0 0.1 0.2
F 0.6276 3.5689 0.7440 -0.1 -0.2 0.1
F 1.5695 7.3528 -3.0202 0.0 0.1 -0.1
F -0.9190 6.8175 -2.3158 -0.1 0.1 0.0
F 3.1328 4.2472 0.1849 0.1 0.0 0.0
O 0.9664 0.9923 1.6920 0.0 -0.1 0.3
O 2.7175 0.9829 3.0590 0.2 -0.1 0.2
N -2.4537 4.2922 -3.7810 0.0 0.0 0.0
N 4.5216 7.3621 -4.0355 0.0 0.0 0.0
N 0.0103 7.8118 1.4576 -0.1 0.0 0.0
N -1.5834 0.7124 0.6670 -0.5 0.1 0.2
N 5.9543 4.9819 -0.8796 0.0 0.0 0.0
N -1.7239 6.0731 1.0425 0.4 0.0 -0.2
N 2.4600 1.5441 -0.4018 0.0 -0.2 -0.2
N -0.2863 1.6012 -2.0551 -0.1 -0.1 0.1
N -2.2618 4.1936 -0.3122 0.0 0.0 0.0
C 3.8441 5.9700 -1.9782 0.1 0.0 0.0
C 3.3977 2.3065 -3.8699 0.0 0.0 0.0
C -4.2278 1.4349 -0.3116 0.0 0.1 -0.1
C -0.4168 -4.2479 -3.4441 0.0 0.0 -0.1
C -1.5086 5.2067 0.0817 -0.2 0.0 0.2
C -0.7693 6.9840 1.2205 -0.1 0.0 0.2
C -0.3091 5.0270 -0.8781 -0.1 0.0 0.0
C -2.5128 0.4573 2.8715 0.0 0.0 -0.1
C 0.8806 4.4733 -0.2409 0.0 0.2 -0.1
C -6.4385 0.5129 -0.5437 0.0 0.0 0.0
C -2.6153 0.5753 1.3843 -0.1 0.1 -0.1
C -4.9713 -0.2979 1.1798 0.0 0.0 -0.1
C 4.7923 2.4907 -3.7561 -0.1 0.0 0.0
C -1.2327 -0.1220 4.8254 0.0 0.0 0.0
C 1.5487 -6.0581 1.7182 0.0 -0.1 0.0
C 2.6391 1.9763 -2.7851 0.1 0.0 0.1
C -2.2410 0.3767 5.6387 0.0 0.0 0.0
C -2.8374 -3.2935 2.0339 -0.1 0.0 0.0
C 2.4160 -4.5153 -2.3155 0.0 0.0 -0.1
C -2.7869 -5.6351 0.1693 0.0 -0.1 -0.1
C 2.1519 4.8075 -0.5338 0.1 0.1 0.0
C -3.9719 0.5726 0.7491 0.1 0.0 0.1
C -6.1949 -0.3370 0.5282 0.0 0.0 0.0
C 3.0580 -3.4263 1.4776 0.1 0.0 0.0
C 5.3944 2.3268 -2.5465 0.0 0.0 0.0
C 2.5054 5.7310 -1.5609 -0.1 0.0 0.0
C -3.3855 0.9193 5.0712 0.0 0.0 0.0
C 4.1816 6.7581 -3.1097 0.0 0.0 0.0
C 5.2385 1.8547 -0.1369 0.1 0.0 0.0
C -3.5221 0.9586 3.6918 0.0 0.0 0.0
C -1.3656 -0.0823 3.4466 0.0 0.0 0.0
C -1.9900 4.1027 -2.7464 0.1 0.0 0.0
C 0.7046 -3.6469 3.3979 0.0 0.0 0.1
C -1.3967 3.8614 -1.4248 0.1 -0.1 0.1
C 4.4676 1.5556 0.9388 0.0 0.0 -0.1
C 3.2348 1.8129 -1.5107 -0.1 0.1 0.1
C -0.7890 2.5069 -1.5220 -0.5 0.8 -1.0
C 3.0801 1.4150 0.7480 0.1 -0.1 0.1
C -3.2715 -2.8199 -0.9494 -0.1 0.0 0.0
C 4.6328 1.9840 -1.4036 0.1 0.0 0.0
C 4.9822 5.4052 -1.3431 -0.1 0.1 0.0
C 0.3707 -6.6566 -1.7860 0.0 -0.1 0.0
C 0.0857 6.0921 -1.7940 0.0 -0.1 0.0
C -5.4583 1.4052 -0.9529 0.1 0.0 0.0
C 2.2306 1.1013 1.9572 -0.4 0.1 -0.2
C 1.3628 6.3735 -2.1296 0.1 0.0 0.0
H -4.3428 -2.8485 -0.7253 0.0 0.0 0.0
H 0.5259 -7.1022 -2.7752 0.0 0.0 0.0
H 2.1070 -6.3669 2.6083 0.0 0.0 0.0
H -2.5872 -2.2506 2.2276 0.0 0.1 0.0
H -4.1677 1.3251 5.7011 0.0 0.0 0.0
H -2.1289 0.3543 6.7161 0.0 0.0 0.0
H 2.9169 2.4450 -4.8302 0.0 0.0 0.0
H 1.1010 -7.0951 -1.1026 0.0 0.0 0.0
H -5.6442 2.0902 -1.7706 0.0 0.0 0.0
H 2.0988 -6.4014 0.8384 0.0 0.0 0.0
H -0.3299 -0.5264 5.2631 0.0 0.0 0.0
H 3.5081 -3.7191 0.5260 0.0 0.0 0.0
H -0.3063 -3.2411 3.3688 0.0 0.0 0.0
H 4.8571 1.4538 1.9405 0.0 0.0 0.0
H 2.6714 -4.9748 -3.2767 0.0 0.0 0.0
H 0.0308 -4.6600 -4.3546 0.0 0.0 0.0
H -7.3965 0.4870 -1.0494 0.0 0.0 0.0
H -6.9586 -1.0301 0.8603 0.0 0.0 0.0
H -2.2783 -6.2413 0.9241 0.0 0.0 0.0
H -1.4463 -4.6116 -3.3786 0.0 0.0 0.0
H -3.1170 -3.1949 -1.9643 0.0 0.0 0.0
H -0.5760 -0.4468 2.8056 0.1 0.0 0.0
H 5.3712 2.7808 -4.6235 0.0 0.0 0.0
H 3.7201 -3.7400 2.2915 0.0 0.0 0.0
H -4.4052 1.3995 3.2466 0.0 0.0 0.0
H -3.4799 2.1661 -0.5981 -0.1 -0.1 0.1
H 3.0428 -4.9717 -1.5443 0.0 0.0 0.0
H -2.9465 -1.7759 -0.9348 0.0 0.0 0.0
H 0.5837 -6.5727 1.7274 0.0 0.0 0.0
H 6.4560 2.4997 -2.4228 0.0 0.0 0.0
H 2.6602 -3.4526 -2.3640 0.0 0.0 0.0
H 1.3504 -2.8692 3.8133 0.0 0.0 0.0
H 2.9940 -2.3358 1.4807 0.0 0.0 0.0
H -0.6224 -6.9509 -1.4414 0.0 0.0 0.0
H 6.3049 2.0187 -0.0427 0.0 0.0 0.0
H -3.9227 -3.4115 2.1218 0.0 0.0 0.0
H 0.7090 -4.4943 4.0903 0.0 0.0 0.0
H -0.4450 -3.1602 -3.5311 0.0 0.0 0.0
H -2.5482 -6.0502 -0.8124 0.0 0.0 0.0
H -4.7909 -0.9506 2.0220 0.1 -0.1 0.0
H -2.3654 -3.8962 2.8127 0.0 0.0 0.0
H -3.8662 -5.7397 0.3237 0.0 0.0 0.0
H 1.5799 1.8381 -2.8879 0.0 0.0 0.0

=====

107
Properties=species:S:1:pos:R:3:forces:R:3 method="wB97M-V/def2-TZVPD" spin_multiplicity=1 charge=+1 orbital_gap_ev="5.6 / 5.6" lumo_ev="-3.920 / -3.919" e_above_lowest_kj_mol=203.12
Ge -3.2081 -0.0627 -0.8107 -0.5 0.0 0.0
Mn 0.3711 -0.2961 -0.7636 -4.9 0.1 2.2
S 0.4933 3.0954 0.0392 -0.2 -0.3 0.0
S 3.7706 0.5113 -0.2966 0.1 0.4 0.7
S 1.4494 2.5677 1.7351 0.4 0.0 -0.2
Si 2.7520 1.8359 4.4972 -0.2 0.1 0.5
O 4.1844 1.8167 -0.7343 0.1 -0.2 -0.4
O 0.3526 -2.2201 -0.6575 0.1 0.2 0.3
O 3.5821 0.3279 1.1210 -0.2 -0.1 0.1
N -0.3459 -3.1337 -2.6232 0.2 0.2 0.0
N 0.8505 -0.2867 -2.6340 1.0 0.0 -0.3
N 2.2398 0.2583 -0.9567 1.1 -0.1 -0.3
N 0.4872 -0.0395 1.4513 0.6 0.1 -0.1
N 2.7561 -4.2975 0.7495 0.0 0.0 0.0
N 3.1807 -0.4107 -3.0357 0.1 0.2 0.1
N -1.7622 4.4033 -0.3208 0.0 -0.2 0.0
N 2.2208 -5.3874 -3.5767 -0.2 0.0 0.0
N 7.3723 -3.7757 -2.1086 0.1 0.0 0.0
C -5.8103 2.4933 -2.9977 0.0 0.0 0.0
C 1.6604 0.6171 3.4801 0.3 0.5 -0.6
C -3.9702 1.2041 -2.1115 0.4 -0.2 0.2
C -2.8854 5.0950 -0.0505 -0.3 0.1 0.0
C 2.2562 -4.1696 -0.2820 0.0 0.0 0.2
C -5.0822 -0.0950 1.4508 0.0 0.0 -0.1
C 4.9079 -0.7194 -0.8049 -0.4 0.3 -0.1
C -3.7084 2.4499 -4.1677 0.0 0.0 -0.1
C 1.6401 -0.8351 -4.7957 0.0 0.0 -0.1
C 6.5514 -2.7691 -1.6852 0.0 0.1 0.1
C 3.6630 0.7538 5.7402 -0.2 0.2 -0.1
C 6.6565 -1.4801 -2.2388 0.1 0.0 0.0
C 0.6187 -0.6124 -3.9034 -0.4 0.0 0.1
C 3.9944 2.8759 3.5331 -0.2 -0.2 0.0
C -4.5119 -2.1947 -2.3793 0.0 0.1 0.0
C -4.0922 -4.5425 -2.0729 0.0 0.0 0.0
C 1.5616 -4.0300 -1.5041 -0.1 0.2 0.1
C -3.2548 5.3160 1.2460 0.0 0.0 0.1
C 4.8170 -1.9690 -0.2130 0.0 -0.1 0.0
C 0.2313 -1.2303 2.0318 -0.3 0.1 -0.2
C 2.9290 -0.7437 -4.2874 0.0 0.1 0.2
C -3.7933 0.2360 1.0388 0.3 -0.1 -0.3
C -3.2787 0.9417 3.2865 0.1 0.1 0.1
C -4.5683 0.6211 3.6866 0.0 0.0 0.0
C 5.8377 -0.4651 -1.8055 -0.1 0.1 0.0
C -1.3115 4.0880 1.9627 -0.1 0.0 0.1
C 0.5198 -3.1027 -1.5794 -0.1 -0.2 -0.4
C -5.2893 1.6411 -2.0316 0.1 0.0 0.1
C -3.1829 1.6170 -3.1886 0.0 0.0 0.1
C -0.9646 3.8907 0.6337 0.3 -0.1 0.1
C 1.9054 -4.8125 -2.6265 0.2 -0.2 -0.2
C 0.6573 -1.5640 3.2891 0.0 -0.1 0.2
C 1.5034 2.9724 5.3630 0.3 -0.2 0.0
C -2.8973 -2.9315 -0.7505 -0.2 0.1 0.1
C 1.1575 0.8585 2.1880 -0.7 -0.5 0.2
C -3.5828 -1.8959 -1.3871 0.2 0.3 0.2
C 2.1458 -0.1594 -2.2337 0.8 0.2 -1.7
C -5.4680 0.0929 2.7696 0.0 0.0 0.0
C 5.6331 -2.9907 -0.6503 0.0 0.0 0.0
C -2.8885 0.7407 1.9708 -0.1 0.0 -0.1
C -5.0222 2.8944 -4.0683 0.0 -0.1 0.0
C -2.4518 4.8029 2.2687 0.1 0.0 -0.2
C -1.2414 0.0634 -0.7941 2.4 -0.2 -0.3
C -4.7623 -3.5157 -2.7232 -0.1 0.0 0.0
C -3.1556 -4.2501 -1.0896 0.0 -0.1 0.1
C 1.4120 -0.6431 3.9967 0.0 0.0 0.1
H -0.4202 -0.6714 -4.2037 0.0 -0.1 0.0
H 4.1172 -2.1380 0.5935 0.0 -0.1 -0.1
H -0.3530 -1.9142 1.4317 0.2 -0.1 0.0
H 7.1541 -4.7197 -1.8467 0.0 0.0 0.0
H 2.9905 0.2884 6.4625 0.0 0.0 0.0
H 5.5512 -3.9689 -0.1952 0.0 0.0 0.0
H 4.2563 2.4080 2.5872 0.1 -0.1 -0.1
H -1.8730 0.9513 1.6534 0.0 0.1 0.1
H 5.8928 0.5257 -2.2346 0.0 0.0 -0.1
H 3.8050 -0.9272 -4.9010 -0.1 0.0 -0.1
H -5.4876 -3.7451 -3.4929 0.0 0.0 0.0
H -4.1486 5.8790 1.4669 0.0 0.0 -0.1
H -5.7822 -0.5122 0.7345 0.0 0.0 0.1
H 1.7976 -0.9030 4.9742 0.0 0.0 0.0
H -2.7137 4.9813 3.3026 0.0 -0.1 0.0
H -0.3423 -3.9217 -3.2496 0.0 0.0 0.0
H -2.1557 1.2646 -3.2509 0.0 0.1 -0.1
H 4.2242 -0.0344 5.2354 0.0 0.0 0.0
H -5.0430 -1.3915 -2.8787 0.0 0.0 0.0
H -2.6361 -5.0532 -0.5829 0.0 0.0 0.0
H 0.4245 -2.5348 3.7017 0.0 0.0 0.0
H 0.7098 2.4048 5.8522 0.0 0.0 0.0
H 4.9158 2.9854 4.1082 -0.1 -0.1 0.1
H -1.1907 -2.5959 -2.5258 0.0 0.0 0.0
H -3.1050 2.7356 -5.0203 0.0 0.0 0.0
H -2.5735 1.3395 4.0071 0.0 0.0 0.0
H 1.4500 -1.0813 -5.8283 0.0 0.0 0.0
H 3.6150 3.8764 3.3234 0.0 0.0 0.0
H -1.5242 4.2202 -1.2905 0.0 0.1 0.0
H -0.6710 3.6828 2.7323 0.0 0.0 0.0
H -3.4469 5.4540 -0.9002 0.0 0.0 0.0
H -4.8727 0.7716 4.7139 0.0 0.0 0.0
H -6.8352 2.8328 -2.9196 0.0 0.0 0.0
H -5.9108 1.3093 -1.2068 -0.1 0.1 0.0
H 4.3740 1.3593 6.3040 0.0 0.0 0.0
H -5.4350 3.5391 -4.8326 0.0 0.0 0.0
H -4.3012 -5.5719 -2.3317 0.0 0.0 0.0
H 7.3856 -1.2940 -3.0181 0.0 0.0 0.0
H -6.4680 -0.1775 3.0821 0.0 0.0 0.0
H -2.1607 -2.6888 0.0091 0.0 -0.1 0.0
H 7.9026 -3.6496 -2.9508 0.0 -0.1 0.0
H 2.0094 3.5609 6.1314 0.0 0.0 0.0
H 1.0426 3.6739 4.6648 0.0 0.0 0.0

=====

| no. | E (hartree) |
| --- | --- |
| 1 | -5191.6294 |
| 2 | -7208.9305 |